# 1
Density functional theory data (ωB97M-V/def2-TZVPD) for one molecule with the formula C8H14O in a non-equilibrium geometry.

Properties
SMILES: CC1(C)[C@@H]2CC[C@H]1[C@H]2O
Kohn-Sham gap in eV: 10.11
ΔE to the lowest compared entry with this formula, charge and spin in eV: 1.789

Last column: natural (NBO) charge in e.
Cartesian coordinates (Å):
C (-0.26392, 2.05144, -1.08166)  -0.608
C (0.18489, 1.03403, 0.03100)  -0.008
C (0.98438, 1.82354, 1.05783)  -0.627
C (-0.98371, -0.00080, 0.31218)  -0.236
C (-0.39036, -0.87472, 1.42445)  -0.412
C (1.01301, -1.09579, 0.68012)  -0.422
C (0.85500, -0.25392, -0.56525)  -0.264
C (-0.62984, -0.75293, -0.91638)  0.091
H (-0.97105, 2.73673, -0.68698)  0.208
H (-0.79676, 1.54476, -1.85854)  0.197
H (0.62222, 2.47950, -1.57705)  0.208
H (1.13350, 1.19785, 1.99491)  0.213
H (1.98461, 2.09153, 0.62741)  0.218
H (0.45680, 2.79167, 1.31137)  0.214
H (-2.01065, 0.41299, 0.37563)  0.207
H (-0.21568, -0.18343, 2.29332)  0.203
H (-0.97361, -1.78801, 1.68878)  0.231
H (1.91628, -0.84402, 1.30632)  0.207
H (1.09640, -2.17877, 0.47492)  0.228
H (1.74777, -0.14881, -1.19521)  0.212
H (-1.03382, -0.35225, -1.77999)  0.173
H (-1.00690, -2.40308, -1.94541)  0.472
O (-0.82072, -2.11773, -0.83540)  -0.701

***

# 2
Density functional theory data (ωB97M-V/def2-TZVPD) for one molecule with the formula C8H14O2Si in a non-equilibrium geometry.

Properties
SMILES: C[Si]1(C)C=CC=C[C@@H](O)[C@H]1O
Kohn-Sham gap in eV: 8.70
ΔE to the lowest compared entry with this formula, charge and spin in eV: 3.813

Last column: natural (NBO) charge in e.
Cartesian coordinates (Å):
C (2.23064, 1.51704, 0.11617)  -0.249
C (2.19197, 0.48568, -0.87202)  -0.250
C (1.40162, 1.93599, 1.14869)  -0.167
C (1.21513, -0.48652, -0.96956)  -0.614
C (0.07899, 1.36079, 1.46540)  0.015
C (-0.77858, 0.97666, 0.23333)  -0.333
C (-0.48833, -2.03830, 1.17408)  -1.113
C (-1.59727, -1.31517, -1.68153)  -1.086
O (-0.64267, 2.28428, 2.25197)  -0.711
O (-0.63931, 2.02683, -0.85537)  -0.746
Si (-0.45425, -0.79275, -0.24800)  1.571
H (3.11412, 2.06585, 0.08566)  0.204
H (3.03614, 0.32677, -1.51044)  0.216
H (1.89016, 2.64427, 1.82325)  0.226
H (1.32349, -1.39365, -1.80264)  0.209
H (0.11171, 0.38045, 2.01038)  0.199
H (0.25181, -1.84398, 2.01342)  0.248
H (-1.40203, -1.88105, 1.73494)  0.242
H (-0.39892, -3.06864, 1.06874)  0.251
H (-2.52046, -0.87380, -1.41648)  0.238
H (-1.27852, -1.23069, -2.71767)  0.254
H (-1.84323, -2.36850, -1.55556)  0.234
H (-0.78515, 3.06588, 1.68279)  0.472
H (0.26143, 2.00491, -1.25484)  0.483
H (-1.75308, 0.98007, 0.57657)  0.208

***

# 3
Density functional theory data (ωB97M-V/def2-TZVPD) for one molecule with the formula C8H14O4 in a non-equilibrium geometry.

Properties
SMILES: O=C(O)CCCCCCC(=O)O
Kohn-Sham gap in eV: 10.68
ΔE to the lowest compared entry with this formula, charge and spin in eV: 1.704

Last column: natural (NBO) charge in e.
Cartesian coordinates (Å):
C (-1.61685, -1.80038, -0.07920)  0.813
C (-2.04402, -0.70010, 0.91614)  -0.523
C (-2.27198, 0.61793, 0.16251)  -0.384
C (-1.08592, 0.97943, -0.80201)  -0.409
C (0.06942, 1.75905, -0.12404)  -0.406
C (1.21189, 0.95182, 0.60693)  -0.404
C (2.15625, 0.37361, -0.46853)  -0.533
C (3.08417, -0.75990, -0.10014)  0.790
H (0.08335, -2.69817, -0.45070)  0.501
H (-1.29941, -0.64294, 1.70161)  0.219
H (-2.98425, -0.78135, 1.47472)  0.247
H (-2.50066, 1.43213, 0.85542)  0.211
H (-3.18146, 0.55012, -0.41262)  0.217
H (-1.49895, 1.58075, -1.59548)  0.212
H (-0.74025, 0.12740, -1.43010)  0.202
H (-0.41229, 2.35181, 0.63843)  0.202
H (0.34559, 2.36386, -0.97229)  0.215
H (0.79093, 0.20559, 1.34660)  0.212
H (1.82307, 1.71680, 1.21979)  0.219
H (2.72703, 1.24560, -0.99237)  0.245
H (1.61160, -0.07730, -1.34456)  0.229
H (1.52015, -1.86329, 0.61598)  0.502
O (-0.25772, -2.02280, 0.06211)  -0.738
O (-2.29381, -2.24797, -0.98742)  -0.558
O (2.52446, -1.78977, 0.61863)  -0.722
O (4.23965, -0.87192, -0.45942)  -0.562

***

# 4
Density functional theory data (ωB97M-V/def2-TZVPD) for one molecule with the formula C8H14Si in a non-equilibrium geometry.

Properties
SMILES: C[SiH2]C1=C(C)C=C(C)C1
Kohn-Sham gap in eV: 8.95
ΔE to the lowest compared entry with this formula, charge and spin in eV: 1.609

Last column: natural (NBO) charge in e.
Cartesian coordinates (Å):
C (-0.52609, -1.50242, -1.24529)  -0.256
C (0.31961, -0.97754, -0.12940)  -0.007
C (-1.29089, -0.46464, -1.69121)  0.063
C (-0.08795, 0.25584, 0.28345)  -0.429
C (-1.09893, 0.76129, -0.82160)  -0.483
C (1.49346, -1.66552, 0.47938)  -0.639
C (-2.30316, -0.35776, -2.83066)  -0.644
C (2.04930, 1.29518, 2.53014)  -1.004
Si (0.21289, 1.30177, 1.82483)  1.088
H (-0.42230, -2.46474, -1.74829)  0.218
H (-0.61225, 1.57573, -1.37395)  0.238
H (-1.91405, 1.25367, -0.29629)  0.233
H (1.34872, -1.71348, 1.64794)  0.215
H (2.45252, -1.17832, 0.35233)  0.226
H (1.59328, -2.67929, 0.07902)  0.215
H (-1.91182, 0.59121, -3.17132)  0.220
H (-3.35913, -0.22869, -2.59232)  0.224
H (-2.18279, -1.21009, -3.54815)  0.218
H (2.60973, 1.51612, 1.74851)  0.216
H (2.09637, 2.02216, 3.31781)  0.230
H (2.14829, 0.26767, 2.91156)  0.220
H (-0.80385, 0.82294, 2.68453)  -0.182
H (0.18903, 2.77890, 1.58900)  -0.178

***

# 5
Density functional theory data (ωB97M-V/def2-TZVPD) for a 2-piece molecular cluster, C8H15BN2O overall in a non-equilibrium geometry.

Properties
SMILES: C=Bc1nccn1C.CC(C)O
Kohn-Sham gap in eV: 8.41
ΔE to the lowest compared entry with this formula, charge and spin in eV: 3.080

Last column: natural (NBO) charge in e.
Cartesian coordinates (Å):
B (-1.17855, -1.21274, -0.80544)  0.869
C (-4.20256, -0.07520, 0.83147)  -0.090
C (-3.60349, 1.14020, 0.77086)  -0.044
C (-2.30461, -0.40441, -0.15256)  -0.093
C (-0.15647, -1.99976, -1.31193)  -1.154
C (2.17489, 0.54042, 1.18466)  -0.624
C (3.17663, -1.33236, -0.04439)  -0.637
C (-1.44157, 1.96334, -0.19129)  -0.426
C (2.84135, 0.09413, -0.12630)  0.101
N (-3.42174, -0.99896, 0.27854)  -0.381
N (-2.45104, 1.02063, 0.02999)  -0.308
O (1.95383, 0.28805, -1.16994)  -0.758
H (-5.15301, -0.25746, 1.13645)  0.204
H (-3.95917, 2.05426, 1.02410)  0.206
H (0.14826, -2.99260, -0.95611)  0.282
H (1.23265, -0.34603, -1.18441)  0.492
H (0.52565, -1.80924, -2.19451)  0.277
H (1.16815, -0.03676, 1.30926)  0.196
H (2.81990, 0.48806, 2.04326)  0.207
H (1.96639, 1.55679, 1.02509)  0.202
H (3.69863, -1.64606, 0.88172)  0.211
H (3.67510, -1.55679, -0.91113)  0.213
H (2.24671, -1.94821, 0.09852)  0.212
H (-1.49249, 2.12137, -1.35839)  0.200
H (-1.53862, 2.95441, 0.21626)  0.230
H (-0.41406, 1.56863, -0.13179)  0.240
H (3.68923, 0.82628, -0.29196)  0.173

***

# 6
Density functional theory data (ωB97M-V/def2-TZVPD) for one molecule with the formula C8H15BrO in a non-equilibrium geometry.

Properties
SMILES: CC(C)(O)[C@H]1[C@H](Br)C1(C)C
Kohn-Sham gap in eV: 9.37
ΔE to the lowest compared entry with this formula, charge and spin in eV: 0.475

Last column: natural (NBO) charge in e.
Cartesian coordinates (Å):
C (-0.42182, -0.00251, -0.53284)  -0.156
C (-1.78454, -0.02990, 0.57979)  -0.344
C (-0.97322, 1.22212, 0.13108)  -0.052
C (-0.26693, 1.96932, 1.22824)  -0.603
C (-1.65037, 2.20779, -0.84851)  -0.604
C (0.28586, -2.29013, -0.45226)  -0.632
C (1.24497, -0.89714, 1.32370)  -0.634
C (0.76738, -0.93506, -0.11604)  0.214
O (1.77849, -0.50422, -0.99899)  -0.707
Br (-3.51166, -0.49146, -0.07865)  0.035
H (-0.70019, -0.16228, -1.50202)  0.211
H (-1.56364, -0.33217, 1.60847)  0.214
H (0.64006, 2.10884, 0.75002)  0.223
H (-0.11649, 1.30088, 1.97126)  0.200
H (-0.85664, 2.79749, 1.59624)  0.218
H (-1.48417, 1.93132, -1.82192)  0.210
H (-1.29566, 3.26568, -0.62113)  0.211
H (-2.67438, 2.38728, -0.60172)  0.223
H (0.03710, -2.30914, -1.55255)  0.202
H (-0.55034, -2.58115, 0.16868)  0.241
H (1.12291, -3.03450, -0.51955)  0.211
H (1.96210, -1.71915, 1.64660)  0.224
H (1.90062, -0.08689, 1.57245)  0.227
H (0.31243, -0.87141, 1.85580)  0.207
H (1.84226, -1.22070, -1.60804)  0.463

***

# 7
Density functional theory data (ωB97M-V/def2-TZVPD) for C8H15ClCrNO2Pd as an isolated structure in a non-equilibrium geometry.

Properties
Spin multiplicity: 8
⟨S²⟩: 16.015
Kohn-Sham gap (alpha / beta) in eV: 5.69 / 6.64

Last column: Mulliken spin population.
Cartesian coordinates (Å):
Cr (0.66579, 0.01882, -4.11402)  3.612
Cl (0.95741, 1.29884, -2.25722)  0.034
C (-0.92714, 0.14966, -5.48494)  -0.288
C (2.54091, -0.59332, -4.82642)  -0.309
H (-0.72269, -0.53233, -6.32478)  -0.007
H (-1.90414, -0.12192, -5.06239)  -0.003
H (-1.00559, 1.17203, -5.88154)  0.021
H (2.40886, -1.20642, -5.73116)  -0.009
H (3.10460, -1.18140, -4.09005)  0.000
H (3.14006, 0.29195, -5.08067)  0.022
Pd (-0.22096, 0.20870, -0.10180)  1.934
C (-1.61939, 1.41800, -0.87424)  0.496
C (-0.33179, -1.63508, 0.09063)  1.185
H (-1.79410, 1.11749, -1.90762)  0.000
H (-2.51586, 1.21209, -0.27349)  0.022
H (-1.35184, 2.47628, -0.78489)  0.015
H (0.43101, -2.11484, 0.73193)  0.056
H (-1.21580, -2.21950, -0.27945)  0.028
O (-1.01103, 2.81352, 1.68720)  0.002
C (-0.36086, 2.00907, 2.33006)  -0.027
C (-0.09436, 2.10679, 3.82235)  0.019
C (0.48552, 0.76955, 4.20395)  0.015
C (0.55464, -0.02626, 2.88766)  -0.021
O (0.82392, -1.21510, 2.82988)  0.004
N (0.22159, 0.84019, 1.85935)  0.199
H (0.61559, 2.90983, 4.03792)  0.000
H (-1.01829, 2.31833, 4.36043)  0.000
H (1.49043, 0.87061, 4.63749)  -0.001
H (-0.13780, 0.23432, 4.93124)  0.001

***

# 8
Density functional theory data (ωB97M-V/def2-TZVPD) for a 2-piece molecular cluster, C8H15ClFIO3SSi overall.

Properties
SMILES: O=C(Cl)C[Si@@H](I)CCF.O=S1(=O)CCCC1
Kohn-Sham gap in eV: 10.17

Last column: natural (NBO) charge in e.
Cartesian coordinates (Å):
O (2.60337, -0.22319, -2.91276)  -0.507
C (1.99122, -1.07338, -2.36034)  0.570
Cl (2.66710, -2.71166, -2.23420)  -0.079
C (0.64732, -0.92596, -1.73636)  -0.997
Si (-0.81131, -1.62562, -2.71567)  1.189
I (-0.96562, -4.04507, -2.43170)  -0.201
C (-2.32860, -0.75344, -2.04738)  -0.931
C (-3.66791, -1.43482, -2.27287)  0.059
F (-4.54037, -1.10875, -1.23753)  -0.372
H (0.44818, 0.14895, -1.64605)  0.263
H (0.59300, -1.38366, -0.74316)  0.299
H (-0.61995, -1.37191, -4.15675)  -0.167
H (-2.32982, 0.24663, -2.49542)  0.245
H (-2.17662, -0.65327, -0.96437)  0.284
H (-4.14183, -1.09153, -3.19596)  0.166
H (-3.58965, -2.52347, -2.28443)  0.173
C (1.59959, 1.73336, 3.50156)  -0.408
C (1.74102, 2.48650, 2.17117)  -0.403
C (1.46007, 1.48336, 1.04636)  -0.676
S (0.33752, 0.26023, 1.74660)  2.166
O (1.00788, -1.01610, 1.77844)  -0.946
O (-0.95920, 0.36817, 1.12357)  -0.951
C (0.30001, 0.94142, 3.40023)  -0.670
H (1.58139, 2.41334, 4.35171)  0.229
H (2.43994, 1.04942, 3.63651)  0.219
H (1.01247, 3.29841, 2.13237)  0.211
H (2.73024, 2.92707, 2.05908)  0.230
H (0.97723, 1.93097, 0.18125)  0.251
H (2.35618, 0.94825, 0.73656)  0.252
H (0.21337, 0.11939, 4.10667)  0.260
H (-0.57621, 1.58639, 3.46288)  0.243

***

# 9
Density functional theory data (ωB97M-V/def2-TZVPD) for C8H15ClNO2RhYb as an isolated structure in a non-equilibrium geometry.

Properties
Spin multiplicity: 6
Charge: -1
⟨S²⟩: 8.764
Kohn-Sham gap (alpha / beta) in eV: 5.03 / 6.50
ΔE to the lowest compared entry with this formula, charge and spin in eV: 0.000

Last column: Mulliken spin population.
Cartesian coordinates (Å):
Rh (-0.55140, 0.40128, -0.35909)  1.621
Cl (-1.01672, 2.69952, -0.44544)  0.091
C (-2.18673, -0.46615, -1.08700)  0.145
H (-2.53868, -1.24435, -0.39231)  -0.001
H (-2.14638, -0.84100, -2.13186)  -0.018
H (-2.90828, 0.37040, -1.05963)  0.011
Yb (0.07243, -1.80205, -2.33461)  2.077
C (1.73413, -0.21064, -2.06065)  0.132
C (-1.05687, -0.90183, -4.22910)  0.112
C (-0.11154, -1.68625, -0.02262)  0.711
H (-2.03837, -1.36790, -4.39034)  -0.003
H (-1.19911, 0.18261, -4.11034)  -0.006
H (-0.42517, -1.07670, -5.12052)  -0.007
H (2.60665, -0.79557, -1.72064)  0.014
H (1.93357, 0.07701, -3.11062)  -0.013
H (1.75556, 0.72127, -1.47274)  -0.013
H (-0.92465, -1.98720, 0.67262)  -0.022
H (0.85511, -1.80451, 0.50804)  0.048
O (-1.84834, 0.84731, 2.57085)  0.010
C (-0.63079, 0.92552, 2.57680)  -0.014
C (0.25342, 1.18929, 3.79795)  0.000
C (1.66292, 0.87924, 3.34557)  0.011
C (1.52933, 0.50921, 1.85613)  0.014
O (2.41573, 0.03211, 1.15188)  -0.002
N (0.21934, 0.74388, 1.49568)  0.099
H (0.14816, 2.24411, 4.07282)  0.001
H (-0.04510, 0.57502, 4.65302)  0.000
H (2.33440, 1.74522, 3.45388)  0.000
H (2.10739, 0.04116, 3.89224)  0.001

***

# 10
Density functional theory data (ωB97M-V/def2-TZVPD) for an isolated ion of composition C8H15F2N2Si and charge +1 in a non-equilibrium geometry.

Properties
Charge: +1
Kohn-Sham gap (alpha / beta) in eV: 6.61 / 5.19
ΔE to the lowest compared entry with this formula, charge and spin in eV: 6.202

Last column: natural (NBO) charge in e.
Cartesian coordinates (Å):
C (-1.86632, 0.42735, -0.40517)  0.062
C (-2.23381, -0.41550, 0.70120)  0.102
C (-0.16280, -1.38508, 1.41669)  0.304
C (-2.03866, -1.11485, 2.94458)  -0.437
C (0.77565, 2.71439, -2.76902)  -0.994
C (1.06398, -0.44907, -2.90557)  -1.057
C (2.04935, 1.20634, -0.20205)  -1.062
C (0.69683, -2.12301, 2.34020)  0.434
N (-0.74321, 0.69200, -0.89845)  -0.563
N (-1.32512, -0.92423, 1.60774)  -0.388
F (0.77583, -1.63619, 3.59899)  -0.314
F (1.92612, -2.15832, 1.82163)  -0.306
Si (0.77780, 1.02430, -1.66317)  1.619
H (-2.72615, 0.66425, -1.06857)  0.239
H (-3.23509, -0.27126, 1.19861)  0.232
H (-2.80670, -0.45033, 3.12959)  0.225
H (-2.50571, -2.12499, 2.95962)  0.234
H (-1.36828, -1.02954, 3.74542)  0.250
H (1.70209, 2.68543, -3.17225)  0.229
H (-0.01274, 2.69885, -3.58082)  0.251
H (0.82310, 3.55422, -2.11193)  0.239
H (0.29273, -0.36239, -3.65854)  0.254
H (2.17452, -0.40252, -3.05261)  0.263
H (0.83816, -1.37206, -2.39565)  0.241
H (2.98591, 1.60814, -0.60479)  0.255
H (1.61806, 1.97496, 0.48318)  0.249
H (2.13414, 0.11507, 0.20497)  0.256
H (0.39031, -3.14594, 2.33617)  0.180